No. 1
ORCA calculation (ωB97M-V with the def2-TZVPD basis set) on a structure of composition C50H54N3O2P2RbSSi2.

Positions of all 115 atoms, in Å:
1 Rb -1.2325 0.1719 -0.2569
2 C -2.8960 2.5070 3.2830
3 Si -1.0435 2.1872 3.0501
4 C -0.4709 3.3672 1.6889
5 C -0.2210 2.8337 4.6348
6 N -0.6588 0.6227 2.6248
7 P -0.8529 -0.8975 3.0744
8 C -1.0517 -2.1181 1.9866
9 P 0.0754 -2.7711 0.9673
10 N -0.0431 -2.4895 -0.5921
11 Si 0.5103 -2.7603 -2.1312
12 C 0.0426 -4.4533 -2.8509
13 C 2.3875 -2.5947 -2.3566
14 C -0.2487 -1.4966 -3.3106
15 C 0.1129 -4.6107 1.1844
16 C 1.0422 -5.3997 0.5101
17 C 1.0648 -6.7770 0.6766
18 C 0.1412 -7.3888 1.5178
19 C -0.7924 -6.6124 2.1910
20 C -0.7985 -5.2314 2.0293
21 C 1.8106 -2.3543 1.4514
22 C 2.3750 -1.1875 0.9350
23 C 3.6339 -0.7656 1.3389
24 C 4.3576 -1.5075 2.2637
25 C 3.8049 -2.6669 2.7907
26 C 2.5414 -3.0806 2.3904
27 C -2.3100 -0.9371 4.2168
28 C -2.2607 -0.3807 5.4932
29 C -3.3905 -0.3359 6.2994
30 C -4.5972 -0.8418 5.8322
31 C -4.6569 -1.4037 4.5624
32 C -3.5195 -1.4585 3.7677
33 C 0.4886 -1.2445 4.3088
34 C 1.5498 -0.3681 4.4929
35 C 2.5751 -0.6673 5.3846
36 C 2.5427 -1.8455 6.1141
37 C 1.4860 -2.7346 5.9351
38 C 0.4772 -2.4371 5.0332
39 H -3.0946 3.5596 3.5111
40 H -3.3059 1.8976 4.0926
41 H -3.4395 2.2514 2.3690
42 H -0.6277 4.4126 1.9764
43 H -1.0090 3.2006 0.7498
44 H 0.5950 3.2201 1.4913
45 H -0.5252 3.8679 4.8287
46 H 0.8689 2.8128 4.5477
47 H -0.4940 2.2311 5.5051
48 H 0.5045 -5.2733 -2.2958
49 H 0.3473 -4.5339 -3.9000
50 H -1.0406 -4.5924 -2.7976
51 H 2.9400 -3.2930 -1.7211
52 H 2.7052 -1.5848 -2.0814
53 H 2.6756 -2.7756 -3.3982
54 H -1.3413 -1.5424 -3.2713
55 H 0.0585 -1.6473 -4.3505
56 H 0.0536 -0.4846 -3.0253
57 H 1.7620 -4.9222 -0.1472
58 H 1.7995 -7.3763 0.1499
59 H 0.1532 -8.4654 1.6483
60 H -1.5139 -7.0838 2.8498
61 H -1.5019 -4.5895 2.5521
62 H 1.8296 -0.5976 0.2065
63 H 4.0449 0.1501 0.9283
64 H 5.3401 -1.1770 2.5826
65 H 4.3500 -3.2418 3.5313
66 H 2.1120 -3.9768 2.8239
67 H -1.3227 0.0222 5.8609
68 H -3.3313 0.0987 7.2914
69 H -5.4841 -0.8023 6.4550
70 H -5.5943 -1.8051 4.1928
71 H -3.5307 -1.9165 2.7839
72 H 1.5657 0.5464 3.9121
73 H 3.4061 0.0200 5.5002
74 H 3.3413 -2.0813 6.8091
75 H 1.4596 -3.6652 6.4919
76 H -0.3340 -3.1383 4.8643
77 N 1.2754 1.5693 -1.4456
78 S 2.2762 2.0183 -2.5474
79 C 1.6640 1.5915 -4.1924
80 C 0.3987 2.0151 -4.5768
81 C -0.1140 1.6083 -5.7967
82 C 0.6403 0.7784 -6.6210
83 C 1.8977 0.3499 -6.2241
84 C 2.4150 0.7530 -4.9980
85 C 2.1573 3.8116 -2.7913
86 C 2.9723 4.4513 -3.7157
87 C 2.8815 5.8243 -3.8717
88 C 1.9777 6.5516 -3.1031
89 C 1.1719 5.9031 -2.1804
90 C 1.2606 4.5252 -2.0145
91 H 0.3365 1.9418 -1.6360
92 H -0.1939 2.6277 -3.9058
93 H -1.1065 1.9288 -6.0908
94 H 0.2343 0.4484 -7.5696
95 H 2.4702 -0.3164 -6.8578
96 H 3.3811 0.3971 -4.6598
97 H 3.6628 3.8735 -4.3204
98 H 3.5098 6.3291 -4.5955
99 H 1.9046 7.6252 -3.2280
100 H 0.4643 6.4633 -1.5822
101 H 0.6293 4.0075 -1.3019
102 O -1.5212 2.7378 -1.9604
103 C -2.5795 2.2829 -2.4731
104 O -3.3035 1.3719 -2.0433
105 C -2.9868 2.9165 -3.8083
106 C -3.9251 2.2846 -4.6168
107 C -4.2566 2.8126 -5.8576
108 C -3.6618 3.9898 -6.2953
109 C -2.7352 4.6349 -5.4851
110 C -2.3979 4.0963 -4.2508
111 H -4.3732 1.3717 -4.2460
112 H -4.9775 2.3042 -6.4876
113 H -3.9183 4.4013 -7.2648
114 H -2.2672 5.5535 -5.8199
115 H -1.6605 4.5692 -3.6134

Computed properties:
Charge: -2
Largest force on an atom, eV/Å: 0.2
M, g mol⁻¹: 964.66
Frontier orbital gap, eV: 5.1
E_tot, Eh: -3936.6228

Löwdin atomic charge list, values in e, 99 entries:
1. Rb 0.758
2. C -0.173
3. Si 0.243
4. C -0.188
5. C -0.192
6. N -0.320
7. P 0.551
8. C -0.485
9. P 0.544
10. N -0.323
11. Si 0.243
12. C -0.188
13. C -0.180
14. C -0.183
15. C -0.268
16. C -0.107
17. C -0.108
18. C -0.127
19. C -0.108
20. C -0.088
21. C -0.256
22. C -0.090
23. C -0.090
24. C -0.120
25. C -0.110
26. C -0.092
27. C -0.270
28. C -0.103
29. C -0.112
30. C -0.127
31. C -0.105
32. C -0.087
33. C -0.275
34. C -0.087
35. C -0.104
36. C -0.126
37. C -0.108
38. C -0.096
39. H 0.016
40. H 0.008
41. H 0.025
42. H 0.019
43. H 0.004
44. H 0.025
45. H 0.013
46. H 0.012
47. H 0.006
48. H 0.000
49. H 0.012
50. H 0.020
51. H 0.013
52. H 0.009
53. H 0.013
54. H 0.031
55. H 0.022
56. H -0.007
57. H 0.095
58. H 0.089
59. H 0.083
60. H 0.087
61. H 0.082
62. H 0.070
63. H 0.096
64. H 0.086
65. H 0.092
66. H 0.103
67. H 0.096
68. H 0.089
69. H 0.083
70. H 0.089
71. H 0.085
72. H 0.087
73. H 0.093
74. H 0.084
75. H 0.088
76. H 0.106
77. N -0.346
78. S 0.982
79. C -0.390
80. C -0.057
81. C -0.049
82. C -0.088
83. C -0.096
84. C -0.096
85. C -0.374
86. C -0.093
87. C -0.100
88. C -0.103
89. C -0.072
90. C -0.064
91. H -0.076
92. H 0.088
93. H 0.100
94. H 0.097
95. H 0.097
96. H 0.104
97. H 0.107
98. H 0.094
99. H 0.093



No. 2
ORCA calculation (ωB97M-V with the def2-TZVPD basis set) on a structure of composition C45H47BaN3O8S2Si at a distorted geometry.

Positions of all 107 atoms, in Å:
1 Ba -1.3977 -0.7394 -2.3020
2 O -5.7992 0.6053 -0.9880
3 C -4.5568 0.2194 -0.7016
4 O -4.0078 -0.7137 -1.2356
5 C -3.9421 1.0823 0.3820
6 O -2.7779 0.4792 0.8927
7 C -3.0104 -0.6967 1.6608
8 C -1.9689 -1.6468 1.1107
9 O -0.7784 -1.7047 1.6790
10 O -2.1951 -2.2847 0.1109
11 H -6.1027 0.0820 -1.7489
12 H -4.6698 1.2859 1.1752
13 H -3.6675 2.0227 -0.1078
14 H -3.9885 -1.1495 1.4863
15 H -2.8832 -0.4849 2.7292
16 C -1.6512 1.0621 6.3557
17 C -1.0118 1.9138 5.4710
18 C -0.4520 1.4077 4.3046
19 C -0.5215 0.0461 4.0130
20 C -1.1626 -0.8006 4.9231
21 C -1.7240 -0.2992 6.0846
22 Si 0.2512 -0.5847 2.4547
23 C 1.7398 -1.6349 2.7708
24 C 3.0287 -1.1592 2.5414
25 C 4.1348 -1.9645 2.7765
26 C 3.9656 -3.2529 3.2599
27 C 2.6876 -3.7410 3.5020
28 C 1.5849 -2.9387 3.2506
29 H -2.0939 1.4561 7.2604
30 H -0.9504 2.9724 5.6833
31 H 0.0355 2.0849 3.6144
32 H -1.2243 -1.8646 4.7262
33 H -2.2155 -0.9650 6.7811
34 H 0.5031 0.5426 1.5422
35 H 3.1747 -0.1528 2.1656
36 H 5.1288 -1.5845 2.5826
37 H 4.8284 -3.8772 3.4521
38 H 2.5524 -4.7431 3.8879
39 H 0.5937 -3.3375 3.4286
40 O -0.2921 -2.7036 -2.4707
41 S 0.0951 -3.5059 -1.2233
42 C -0.4317 -5.1772 -1.5917
43 C -0.8953 -5.4812 -2.8575
44 C -1.2524 -6.7942 -3.1365
45 C -1.1470 -7.7697 -2.1577
46 C -0.7027 -7.4386 -0.8838
47 C -0.3490 -6.1320 -0.5905
48 C 1.8520 -3.8101 -1.4168
49 C 2.5654 -4.2570 -0.3157
50 C 3.9220 -4.5051 -0.4553
51 C 4.5443 -4.2985 -1.6802
52 C 3.8145 -3.8330 -2.7650
53 C 2.4570 -3.5764 -2.6370
54 H -0.9734 -4.7065 -3.6056
55 H -1.6142 -7.0514 -4.1228
56 H -1.4181 -8.7918 -2.3840
57 H -0.6367 -8.1972 -0.1163
58 H -0.0186 -5.8635 0.4042
59 H 2.0826 -4.3919 0.6446
60 H 4.4915 -4.8544 0.3955
61 H 5.6028 -4.4941 -1.7860
62 H 4.3039 -3.6653 -3.7153
63 H 1.8716 -3.2098 -3.4681
64 C -1.8257 3.8116 1.8843
65 O -0.9265 4.1183 0.8525
66 C -0.6329 5.4383 0.6321
67 C -0.9648 6.4531 1.5133
68 C -0.5235 7.7609 1.3068
69 C 0.2595 8.0366 0.2024
70 C 0.5519 7.0331 -0.7099
71 C 0.0973 5.7197 -0.5502
72 N 0.3815 4.7666 -1.4897
73 C -0.4439 3.6724 -1.9158
74 C -1.8165 3.7363 -1.9856
75 C -2.6250 4.9069 -1.8100
76 C -4.0105 4.8708 -1.8808
77 C -4.7088 3.7009 -2.1545
78 C -3.9356 2.5329 -2.3518
79 C -2.5755 2.5277 -2.2426
80 O -1.8644 1.3652 -2.3737
81 H -1.9563 2.7305 1.8591
82 H -2.7944 4.2983 1.7215
83 H -1.4407 4.1014 2.8700
84 H -1.5496 6.2301 2.3925
85 H -0.7866 8.5372 2.0117
86 H 0.6204 9.0412 0.0257
87 H 1.1208 7.2624 -1.6036
88 H 1.2467 4.9071 -1.9849
89 H 0.0837 2.7696 -2.1677
90 H -2.1356 5.8586 -1.6447
91 H -4.5606 5.7951 -1.7396
92 H -5.7864 3.6807 -2.2234
93 H -4.4150 1.5988 -2.6263
94 C 5.2305 -0.1656 -2.7255
95 N 4.0052 -0.6066 -2.0769
96 C 2.8121 0.0314 -2.0914
97 S 1.7779 -0.0750 -0.7590
98 N 2.4647 0.7933 -3.1482
99 C 2.9125 0.6299 -4.5206
100 H 6.0546 -0.7045 -2.2640
101 H 5.3920 0.9051 -2.5852
102 H 5.2431 -0.3910 -3.7883
103 H 4.1293 -1.1054 -1.2070
104 H 1.5384 1.1992 -3.0344
105 H 3.8833 1.0864 -4.6972
106 H 2.1906 1.1321 -5.1591
107 H 2.9552 -0.4245 -4.8003

Computed properties:
Charge: 0
Largest force on an atom, eV/Å: 4.0
M, g mol⁻¹: 987.43
Frontier orbital gap, eV: 2.6
E_tot, Eh: -3620.5014

Löwdin atomic charge list, values in e, 99 entries:
1. Ba 1.979
2. O 0.130
3. C -0.522
4. O -0.014
5. C -0.086
6. O -0.113
7. C -0.081
8. C -0.505
9. O -0.068
10. O -0.011
11. H 0.145
12. H 0.153
13. H 0.134
14. H 0.146
15. H 0.127
16. C -0.079
17. C -0.072
18. C -0.094
19. C -0.268
20. C -0.103
21. C -0.083
22. Si 0.665
23. C -0.253
24. C -0.105
25. C -0.082
26. C -0.096
27. C -0.095
28. C -0.099
29. H 0.104
30. H 0.107
31. H 0.099
32. H 0.102
33. H 0.103
34. H 0.013
35. H 0.094
36. H 0.103
37. H 0.102
38. H 0.103
39. H 0.100
40. O -0.917
41. S 1.031
42. C -0.355
43. C -0.058
44. C -0.063
45. C -0.073
46. C -0.067
47. C -0.073
48. C -0.368
49. C -0.071
50. C -0.064
51. C -0.078
52. C -0.079
53. C -0.072
54. H 0.107
55. H 0.109
56. H 0.107
57. H 0.109
58. H 0.112
59. H 0.101
60. H 0.106
61. H 0.105
62. H 0.109
63. H 0.111
64. C -0.094
65. O -0.083
66. C -0.225
67. C -0.041
68. C -0.125
69. C -0.130
70. C -0.048
71. C -0.238
72. N 0.029
73. C -0.134
74. C -0.213
75. C -0.063
76. C -0.155
77. C -0.157
78. C -0.132
79. C -0.385
80. O -0.668
81. H 0.072
82. H 0.105
83. H 0.078
84. H 0.092
85. H 0.086
86. H 0.089
87. H 0.100
88. H 0.114
89. H 0.039
90. H 0.091
91. H 0.084
92. H 0.066
93. H 0.089
94. C -0.072
95. N -0.038
96. C -0.835
97. S 0.646
98. N -0.024
99. C -0.071